Record 1
22
Properties=species:S:1:pos:R:3:forces:R:3:nbo_charge:R:1 method="wB97M-V/def2-TZVPD" energy_ev=-24864.0573 relative_energy_kcal_mol=105.6
C 1.531 -0.224 0.991 1.3 -1.2 0.1 -0.469
C 0.388 -0.888 1.666 -1.6 1.0 2.6 -0.387
C 1.508 1.276 1.251 0.8 -0.8 -1.2 -0.086
C -0.888 -0.224 1.028 -0.2 -3.2 5.0 -0.168
C -0.895 1.228 1.086 2.2 -2.2 -0.9 0.408
C -2.369 0.735 -2.474 -1.3 1.3 2.5 -0.860
N -0.882 -0.196 -0.342 0.4 1.8 -2.7 -0.863
O -3.321 0.001 -0.062 0.0 0.3 -1.0 -1.007
O -2.432 -1.695 -1.560 0.1 -1.2 -1.1 -0.949
O 0.197 1.933 1.042 -0.2 0.1 1.2 -0.428
S -2.316 -0.374 -1.061 -1.6 1.0 2.2 2.298
H 2.535 -0.713 1.394 -1.8 1.3 -1.3 0.228
H 1.259 -0.475 -0.085 1.3 0.5 1.0 0.261
H 0.412 -1.938 1.465 -0.3 -0.7 -0.2 0.228
H 0.327 -0.785 2.886 0.2 0.0 -2.9 0.193
H 2.075 1.462 2.175 -1.3 0.6 0.2 0.207
H 2.062 1.734 0.460 0.5 0.5 -0.3 0.203
H -1.786 -0.727 1.534 1.0 1.0 -0.8 0.236
H -1.860 1.605 1.100 -1.4 1.8 -0.4 0.226
H -3.015 0.326 -3.170 -0.7 -1.4 -1.7 0.248
H -2.828 1.724 -2.310 0.2 -0.4 0.9 0.241
H -1.396 0.935 -2.722 2.4 0.0 -1.3 0.240

---

Record 2
22
Properties=species:S:1:pos:R:3:forces:R:3:nbo_charge:R:1 method="wB97M-V/def2-TZVPD" energy_ev=-24861.7026 relative_energy_kcal_mol=159.9
C 1.007 -0.460 0.560 2.9 1.6 2.7 -0.246
C 0.002 -1.498 0.277 -0.6 -0.9 0.9 -0.644
C -1.828 0.597 0.753 0.5 0.9 0.8 -0.712
C -1.158 1.881 0.773 1.1 4.3 0.2 -0.207
C -0.526 2.555 -0.229 0.5 -0.8 0.7 -0.426
C 1.618 -0.001 -0.707 0.5 1.5 2.8 0.765
H 1.280 -1.352 2.376 4.4 1.6 -2.6 0.367
H 2.857 -1.672 0.842 -2.5 2.8 3.0 0.356
H 0.740 0.455 1.263 -0.7 -1.5 -2.2 0.275
H 0.367 -2.350 -0.472 -1.0 1.8 1.9 0.278
H -0.410 -1.780 1.286 0.2 -0.8 -1.1 0.235
H -2.907 0.677 0.737 -0.3 0.0 -0.8 0.287
H -1.678 0.288 1.736 0.4 -1.7 1.8 0.231
H -1.182 2.493 1.815 -0.2 -1.6 -2.4 0.209
H -0.135 3.552 0.146 -0.2 -1.2 -1.3 0.215
H -0.230 2.063 -1.256 -0.9 1.4 2.1 0.240
H 3.074 0.367 0.425 0.2 -0.1 1.1 0.512
N 2.227 -0.752 1.486 -2.9 -6.5 0.2 -0.844
O -2.606 -1.405 -0.364 0.3 -0.9 -0.4 -0.993
O 2.816 0.501 -0.481 1.2 0.9 -2.6 -0.659
O 1.012 0.068 -1.705 -0.4 -0.1 -3.1 -0.557
S -1.364 -0.577 -0.468 -2.4 -0.7 -1.6 1.318

---

Record 3
23
Properties=species:S:1:pos:R:3:forces:R:3:lowdin_spin:R:1 method="wB97M-V/def2-TZVPD" spin_multiplicity=3 charge=-1 energy_ev=-25366.5945 relative_energy_kcal_mol=0.0
C -1.267 0.659 2.426 -0.1 1.3 -2.4 0.012
C 0.929 -1.065 1.310 -0.4 -1.8 0.2 0.001
C -0.538 -1.528 1.152 0.0 -2.7 0.0 0.000
C 1.009 0.186 0.488 0.3 1.5 0.3 0.018
C -1.220 -0.185 1.038 -2.3 -0.6 -1.3 0.025
C -0.389 0.635 -1.910 -2.5 -2.1 -1.4 0.657
N -0.373 0.581 0.166 1.6 -3.0 -0.4 0.309
O -0.973 1.872 2.205 -0.1 -0.4 0.6 0.006
O 0.128 0.763 -4.267 -0.8 0.8 -3.8 0.427
O -1.585 0.105 3.448 -0.4 -1.2 1.6 0.010
O 2.069 0.283 -2.880 2.7 1.2 0.5 0.077
P 0.596 -0.204 -3.264 -0.1 1.7 2.5 0.393
H 1.059 -0.930 2.407 0.5 0.0 -0.9 0.000
H 1.573 -1.831 0.834 0.1 0.3 1.0 0.001
H -0.666 -2.377 0.321 0.1 2.4 0.9 0.001
H -0.826 -2.145 2.037 -0.1 0.9 -0.3 0.000
H 1.289 1.054 1.171 1.0 -1.0 -1.3 0.002
H 1.580 -0.075 -0.459 -0.3 1.2 1.2 0.008
H -2.214 -0.240 0.435 1.0 0.0 1.7 0.007
H -1.314 0.033 -2.133 0.4 0.5 1.0 0.012
H -0.667 1.656 -2.183 0.7 0.0 0.0 0.022
H -0.498 1.482 0.476 -0.4 3.0 0.6 0.004
H 2.299 1.271 -2.817 -1.0 -2.1 -0.3 0.009

---

Record 4
23
Properties=species:S:1:pos:R:3:forces:R:3:nbo_charge:R:1 method="wB97M-V/def2-TZVPD" energy_ev=-26913.1188 smiles="C[C@@H](O)[C@H]1C(=O)N[C@@H]1S(C)(=O)=O" relative_energy_kcal_mol=73.5
C 2.613 0.831 0.464 1.9 -0.6 0.6 -0.636
C 1.733 0.081 -0.448 0.4 -1.9 0.5 0.046
O 2.034 -1.298 -0.503 0.2 -1.3 -0.1 -0.738
C 0.373 0.247 0.016 -4.9 -0.2 0.8 -0.265
C -0.088 1.765 -0.078 1.4 -0.6 1.2 0.696
O 0.425 2.777 0.278 0.1 1.0 0.5 -0.576
N -1.136 1.534 -0.855 -2.4 1.9 -1.6 -0.629
C -1.087 0.141 -0.943 2.0 -1.4 1.5 -0.282
S -2.415 -0.449 0.223 2.3 -1.8 -1.0 2.146
C -1.815 -2.095 0.849 1.4 4.7 1.4 -0.829
O -3.583 -0.631 -0.534 -2.3 -0.7 -1.6 -0.955
O -2.447 0.519 1.254 0.3 0.7 1.6 -0.941
H 2.327 1.843 0.444 -0.3 1.3 0.6 0.252
H 3.626 0.801 0.110 0.7 0.0 -0.6 0.211
H 2.734 0.398 1.465 -0.8 0.2 -0.1 0.220
H 1.760 0.448 -1.407 0.5 1.3 -2.5 0.171
H 2.673 -1.553 -1.193 -0.4 0.6 0.4 0.483
H 0.169 -0.384 0.971 0.5 1.7 -1.3 0.237
H -1.951 2.154 -1.094 1.5 -0.8 0.4 0.428
H -1.013 -0.252 -1.972 -0.5 -0.3 0.7 0.233
H -0.954 -2.320 0.315 1.4 -0.8 -1.5 0.240
H -1.417 -1.782 1.833 -0.7 -0.7 -0.1 0.245
H -2.562 -2.776 0.806 -2.2 -2.0 0.1 0.243

---

Record 5
25
Properties=species:S:1:pos:R:3:forces:R:3:nbo_charge:R:1 method="wB97M-V/def2-TZVPD" energy_ev=-22212.3223 smiles="CC(=O)[C@H](OOO[N+](=O)[O-])C(C)(C)O" relative_energy_kcal_mol=34.0
C 2.014 1.645 -0.872 1.4 1.7 -0.1 -0.743
C 1.272 0.351 -1.035 0.7 1.3 -2.4 0.562
O 1.532 -0.378 -1.982 -0.6 0.5 1.6 -0.495
C 0.164 0.126 -0.041 0.8 -1.5 -0.1 -0.056
O 0.228 -1.284 0.124 1.5 -1.8 3.2 -0.200
O 1.455 -1.572 0.957 -0.9 0.8 -1.4 -0.040
O 1.065 -1.797 2.290 0.3 -0.5 0.1 -0.153
N 1.842 -3.044 2.704 -0.4 -1.4 1.3 0.687
O 1.188 -4.063 2.744 0.9 1.9 -0.6 -0.284
O 2.954 -2.834 3.107 -1.3 0.2 -1.0 -0.283
C -1.260 0.241 -0.536 -1.8 0.3 -0.2 0.243
C -2.200 0.201 0.685 0.2 -0.1 0.1 -0.627
C -1.541 1.467 -1.386 0.3 0.4 -0.1 -0.648
O -1.464 -0.954 -1.291 -1.1 0.5 -1.0 -0.697
H 1.724 2.252 0.026 0.2 -0.6 -0.8 0.212
H 3.119 1.430 -0.791 -1.1 0.1 0.0 0.257
H 1.939 2.329 -1.780 -0.2 -1.0 1.0 0.251
H 0.320 0.692 0.891 -0.1 -0.3 -0.3 0.215
H -2.080 1.087 1.317 0.1 -0.1 -0.1 0.205
H -3.253 0.165 0.377 0.3 -0.1 -0.1 0.217
H -1.946 -0.696 1.265 -0.3 0.2 -0.1 0.235
H -1.311 2.401 -0.886 0.3 0.1 0.3 0.221
H -0.974 1.449 -2.306 0.3 -0.1 -0.3 0.226
H -2.583 1.579 -1.669 -0.3 -0.4 0.1 0.221
H -2.204 -0.793 -1.914 0.6 -0.1 0.5 0.473

---

Record 6
19
Properties=species:S:1:pos:R:3:forces:R:3:nbo_charge:R:1 method="wB97M-V/def2-TZVPD" energy_ev=-18721.2275 smiles=N[C@@H]1C[C@]12CCSC2 relative_energy_kcal_mol=98.4
N -1.796 0.894 -0.743 -2.1 6.1 -1.2 -0.869
C -1.167 -0.295 -0.703 3.8 -2.3 -2.9 -0.059
C -1.151 -1.295 0.416 -6.7 -0.9 1.4 -0.429
C -0.010 -0.555 0.251 5.1 1.9 1.6 -0.055
C 0.526 0.628 1.093 -2.3 1.7 0.0 -0.445
C 1.476 1.239 0.065 0.7 4.3 1.8 -0.526
S 2.562 -0.160 -0.613 -1.0 1.7 0.0 0.191
C 1.303 -1.359 -0.121 -3.1 0.8 -3.9 -0.499
H -1.044 1.839 -0.855 -3.3 -3.7 -0.1 0.369
H -2.742 0.941 -1.396 3.7 0.1 2.2 0.398
H -0.801 -0.684 -1.699 -0.8 -0.1 0.8 0.156
H -2.073 -1.153 1.078 2.0 0.0 -0.3 0.236
H -1.185 -2.222 -0.043 0.2 -2.1 -0.2 0.220
H 0.984 0.595 2.152 -0.7 -0.9 -1.8 0.233
H -0.403 1.366 1.174 2.0 -1.3 0.2 0.231
H 0.831 1.907 -0.610 1.1 -1.7 -0.2 0.198
H 1.990 2.267 0.660 -0.4 -3.4 -1.7 0.227
H 1.635 -1.725 0.746 1.1 -1.9 3.4 0.200
H 1.066 -2.229 -0.851 0.7 1.7 0.9 0.225